(1)
Computed, not measured: C56H45Cl2F6NO3P2SSiTa as an isolated structure at a distorted geometry, with ωB97M-V/def2-TZVPD.

Geometry (Å):
Ta 0.070627 0.866523 -1.708699
C 2.999482 2.043593 0.602852
Si 1.761696 0.614015 0.412419
C 0.874615 0.663274 2.098256
C 1.791425 0.767582 3.155525
C 1.385526 0.977200 4.462082
C 0.029215 1.110650 4.741516
C -0.892992 0.960107 3.720736
C -0.488140 0.720507 2.403001
P -1.731518 0.311934 1.119499
C -2.749180 -0.970748 1.967222
C -3.714399 -0.665453 2.930905
C -4.401319 -1.678540 3.580974
C -4.150576 -3.013104 3.273913
C -3.233213 -3.326071 2.284008
C -2.548172 -2.307495 1.631988
C -2.948824 1.680347 1.149507
C -4.182993 1.425735 0.543396
C -5.148391 2.418406 0.454665
C -4.887625 3.688508 0.958275
C -3.667080 3.948218 1.563098
C -2.702643 2.949742 1.656681
C 2.800724 -1.002488 0.499114
C 4.200683 -1.009123 0.618729
C 4.914648 -2.184446 0.820417
C 4.240791 -3.390040 0.962716
C 2.857227 -3.404690 0.876897
C 2.146848 -2.236678 0.601778
P 0.313933 -2.172806 0.550643
C -0.087060 -2.969902 2.171399
C -0.765814 -4.177904 2.297475
C -1.017521 -4.714008 3.559143
C -0.604114 -4.045158 4.700771
C 0.062957 -2.830798 4.581749
C 0.315751 -2.296261 3.328131
C -0.305581 -3.433777 -0.625274
C 0.387654 -4.525648 -1.144071
C -0.270961 -5.478682 -1.909384
C -1.630302 -5.358000 -2.168027
C -2.326823 -4.259911 -1.683226
C -1.662741 -3.298938 -0.929918
H 4.007459 1.701243 0.796056
H 3.051414 2.699235 -0.260800
H 2.713123 2.655398 1.454862
H 2.854963 0.675198 2.948207
H 2.121191 1.042741 5.255282
H -0.308929 1.308435 5.751324
H -1.946234 1.031408 3.959550
H -3.954747 0.362198 3.169728
H -5.143067 -1.423788 4.327882
H -4.680760 -3.800809 3.795388
H -3.045669 -4.357823 2.011353
H -1.847175 -2.565078 0.845333
H -4.399814 0.433963 0.155902
H -6.106392 2.199656 -0.002565
H -5.636784 4.467195 0.885570
H -3.458841 4.932392 1.966197
H -1.762886 3.171189 2.140259
H 4.766011 -0.096233 0.580772
H 5.994907 -2.149769 0.900207
H 4.785347 -4.305107 1.163787
H 2.325294 -4.330101 1.056663
H -1.106566 -4.712845 1.419342
H -1.540873 -5.658814 3.642729
H -0.796364 -4.468262 5.679823
H 0.386423 -2.297444 5.467964
H 0.837837 -1.348082 3.248158
H 1.447234 -4.632933 -0.974199
H 0.282410 -6.322492 -2.304695
H -2.143343 -6.114225 -2.750308
H -3.383537 -4.145397 -1.895328
H -2.209494 -2.428855 -0.575663
S 1.666008 5.728254 -1.639264
C 1.424193 5.540310 0.059245
C 1.677829 6.467751 1.070292
C 1.363307 6.115387 2.365069
C 0.819543 4.855517 2.643061
C 0.590377 3.940393 1.637781
C 0.888068 4.279831 0.319722
N 0.692931 3.485002 -0.827684
C 1.024813 4.146408 -1.897130
C 0.679713 3.660395 -3.232513
C 0.714352 4.486432 -4.351257
C 0.089516 4.095044 -5.525049
C -0.613329 2.899574 -5.559286
C -0.598084 2.059538 -4.453845
C 0.098688 2.401452 -3.297856
H 2.101116 7.438211 0.839140
H 1.539014 6.818467 3.170648
H 0.576642 4.590801 3.665176
H 0.207259 2.961791 1.864135
H 1.201318 5.453777 -4.298861
H 0.114567 4.741464 -6.393779
H -1.158354 2.608337 -6.449729
H -1.140974 1.123190 -4.512328
Cl 5.644586 2.430249 -1.907060
C 4.618707 1.064151 -2.297049
Cl 2.935237 1.591025 -2.598171
H 4.604279 0.365093 -1.471867
H 4.954121 0.605078 -3.215411
O -1.677898 1.978380 -1.431899
C -2.516334 1.156932 -1.945379
O -2.136883 -0.023628 -2.144943
H -3.509439 1.515254 -2.202993
C -0.070168 -2.398976 -4.077704
C 0.992688 -1.322907 -3.948976
O 0.630028 -0.405072 -2.923965
C 1.124388 -0.643784 -5.349115
F -0.089313 -0.479928 -5.899818
F 1.803935 -1.468195 -6.154663
F 1.734887 0.531888 -5.326746
C 2.392678 -1.944256 -3.576320
F 2.625003 -1.846282 -2.266948
F 2.424462 -3.232248 -3.908982
F 3.410747 -1.325868 -4.196050
H -1.046730 -1.919908 -4.083955
H -0.014479 -3.086232 -3.235167
H 0.069023 -2.955958 -5.002177

Cartesian forces, eV/Å:
-1.546 1.338 0.473
-0.119 0.081 -0.142
0.152 -0.182 0.101
0.113 0.163 0.036
0.056 0.155 -0.002
-0.034 0.024 -0.015
0.047 -0.025 -0.033
-0.032 -0.012 -0.007
-0.055 -0.109 0.128
0.011 0.660 0.014
0.085 -0.381 -0.473
-0.099 -0.019 0.143
0.062 0.082 0.011
0.024 0.025 -0.201
-0.840 0.290 -0.089
-0.591 0.496 0.263
-0.036 -0.128 0.063
-0.051 0.071 0.003
0.058 0.009 -0.042
-0.012 -0.047 0.004
0.056 -0.024 -0.038
-0.086 0.044 0.020
0.152 0.109 -0.103
-0.277 -0.280 -0.023
-0.117 0.017 0.006
-0.034 0.056 -0.013
0.028 0.002 -0.007
-0.244 -0.137 0.150
0.841 -0.303 0.060
0.802 -0.327 0.228
1.188 -0.447 0.461
0.387 -0.001 -0.192
0.002 0.017 -0.026
-0.106 -0.045 -0.020
0.091 -0.072 -0.083
-0.034 0.021 0.073
-0.004 0.028 0.022
0.026 -0.021 -0.082
-0.014 -0.047 0.033
0.063 0.076 -0.016
-0.110 -0.100 -1.034
0.253 -0.167 0.058
0.004 0.010 0.017
0.007 -0.019 0.031
-0.076 0.039 0.035
-0.037 0.013 -0.027
0.012 -0.023 -0.024
-0.009 -0.045 -0.036
0.051 0.028 -0.003
0.034 -0.009 -0.004
-0.005 0.032 -0.029
-0.349 0.217 0.021
-0.971 0.361 1.449
-0.019 0.011 0.056
0.043 0.014 0.012
0.021 -0.035 0.016
-0.005 -0.043 -0.010
-0.063 0.003 0.021
0.094 0.303 0.003
-0.046 -0.001 0.000
-0.030 0.050 -0.015
-0.045 -0.029 -0.019
0.132 -0.009 -0.015
-0.010 0.013 0.003
-0.005 0.025 -0.052
-0.007 -0.013 -0.037
-0.084 -0.382 0.087
0.115 -0.013 0.092
-0.018 0.043 0.019
0.037 0.036 0.018
0.055 0.017 -0.001
0.082 -0.292 -1.012
0.049 0.062 -0.145
0.031 0.084 0.001
0.018 -0.009 -0.081
0.017 0.028 0.030
-0.010 -0.022 0.021
-0.004 0.038 -0.056
-0.043 -0.251 -0.155
-0.009 -0.356 0.230
-0.026 0.184 -0.038
-0.011 0.131 0.062
0.009 0.100 -0.052
0.024 0.063 0.018
-0.025 -0.017 -0.003
0.089 0.010 -0.027
0.059 -0.933 0.128
-0.038 -0.066 0.017
-0.015 -0.053 -0.053
0.028 -0.003 -0.032
-0.013 -0.035 0.025
-0.051 -0.004 -0.008
0.008 -0.036 0.052
0.037 0.024 0.039
0.065 -0.023 -0.020
0.048 0.015 0.024
-0.088 -0.051 0.157
0.039 0.167 -0.491
0.008 -0.062 -0.009
0.050 -0.048 -0.073
-0.366 -0.130 -0.312
0.492 -0.046 0.235
0.789 0.564 0.039
-0.168 -0.075 0.008
-0.054 -0.147 0.273
0.017 0.151 0.207
0.405 -0.606 -0.528
-0.202 -0.112 0.191
0.079 0.136 0.026
-0.055 -0.012 -0.080
0.086 0.018 0.045
-0.247 0.278 0.012
-0.112 -0.110 0.001
0.153 -0.045 -0.068
0.017 -0.017 0.122
0.002 -0.008 -0.022
-0.043 0.056 -0.052
-0.003 -0.033 0.037

Results
E (a.u.): -5388.32731
Total charge: +1
Relative energy (zero: lowest compared OMol25 entry of this formula, charge and spin) (kJ/mol): 0.0
LUMO level (eV): -3.4
Largest force on an atom (eV Å⁻¹): 2.099

Atom charges from the Löwdin analysis, given in e for atoms 1 to 4: 1.70 -0.22 0.56 -0.37

---

(2)
Computed, not measured: a single C16H11N3S molecule at a distorted geometry, with ωB97M-V/def2-TZVPD.

Geometry (Å):
N -0.931062 -4.672373 0.964000
C -1.022934 -3.590579 0.582447
C -1.282120 -2.149343 0.211566
C -2.549448 -1.653324 0.602743
C -2.810910 -0.455788 0.115892
C -4.051425 0.343140 0.683727
C -4.249494 1.604780 0.409491
C -3.195455 2.394833 -0.644873
C -2.087132 1.739284 -0.987838
C -1.798172 0.328741 -0.515223
N -0.764948 -0.051197 -0.864782
C -0.603657 -1.387819 -0.628564
S 1.001982 -2.453574 -1.136678
C 1.934385 -0.745289 -1.605609
C 2.663533 -0.187163 -0.664564
C 3.958379 0.297856 -0.599483
C 4.738930 0.979468 0.273821
C 3.916091 0.994985 1.612954
C 2.683499 0.426014 1.662771
N 1.956422 -0.035404 0.734275
H -3.329023 -2.047280 1.163050
H -4.716401 -0.111052 1.292581
H -5.130097 2.238722 0.633902
H -3.287037 3.563764 -0.850283
H -1.255349 2.009721 -1.480257
H 1.154880 0.014080 -2.287536
H 2.656509 -1.172029 -2.438947
H 4.441803 0.089752 -1.751265
H 5.537230 1.304716 0.386253
H 4.416612 1.638871 2.434589
H 2.004409 0.743474 2.691853

Cartesian forces, eV/Å:
0.005 0.256 -0.197
0.055 1.865 -0.397
-2.934 -3.564 1.730
1.280 -0.157 -0.768
-3.126 4.820 2.010
3.728 -0.662 -2.763
1.637 4.117 -3.782
-1.463 0.745 2.289
-2.905 -2.136 3.006
-13.090 6.542 2.193
12.063 -7.851 -4.017
5.737 -1.176 -0.827
-1.084 4.925 -0.410
-3.850 -4.181 -9.377
1.897 4.273 12.406
1.945 -1.556 -7.870
-17.687 -5.927 5.473
5.675 2.344 -2.707
-2.554 2.841 4.814
0.501 -1.880 -6.119
-0.677 -1.595 1.213
-1.915 -1.906 1.863
0.700 -0.808 0.351
-0.237 -2.860 0.341
2.419 1.910 -2.030
2.003 -2.336 2.407
-1.306 1.000 1.391
-0.862 0.680 2.967
13.282 5.211 0.401
-1.280 -1.559 -1.107
2.042 -1.375 -2.487

Results
E (a.u.): -1178.37829
Relative energy (zero: lowest compared OMol25 entry of this formula, charge and spin) (kJ/mol): 968.6
LUMO level (eV): -0.4
Largest force on an atom (eV Å⁻¹): 19.440
SMILES: N#Cc1cc2ccccc2nc1SCc1ccccn1

Atom charges from the natural (NBO) analysis, given in e for atoms 1 to 4: -0.29 0.28 -0.23 -0.12